No. 1
ORCA calculation (ωB97M-V/def2-TZVPD) on a 2-piece molecular cluster, C13H6Cl6N2O overall in a non-equilibrium geometry.

Values from the calculation:
E_tot	-93736.4964	eV
largest force on an atom	4.469	eV/Å
E_LUMO	-2.8	eV

Last column: Mulliken charge in e.
Element x y z (Å)
1 H -4.778 -1.639 0.464  0.42
2 N -0.996 -2.178 1.074  0.12
3 C 1.536 1.611 -2.104  0.40
4 C 2.436 1.439 -0.916  -0.27
5 Cl 2.517 4.877 1.025  -0.21
6 H -1.234 -1.189 2.922  0.34
7 C -1.762 -1.542 2.008  0.04
8 Cl 3.761 0.360 -1.283  -0.19
9 H 0.783 -1.830 2.130  0.35
10 C -3.719 -1.781 0.618  -0.13
11 H -0.898 -3.106 -0.791  0.40
12 C 1.118 -3.123 0.600  0.01
13 N 1.784 -3.887 0.005  -0.37
14 Cl 0.861 -0.423 0.269  0.05
15 Cl 0.159 3.339 -3.601  -0.17
16 O 1.261 0.721 -2.916  -0.76
17 C 1.037 2.996 -2.212  0.02
18 C 2.648 2.369 0.068  0.49
19 C 1.298 3.944 -1.224  0.26
20 C 0.462 -1.986 1.165  -0.07
21 C -1.576 -2.637 -0.084  0.13
22 H -3.388 -2.865 -1.214  0.38
23 Cl 0.822 5.577 -1.492  -0.20
24 C -3.113 -1.346 1.795  -0.61
25 C -2.935 -2.444 -0.312  -0.64
26 H -3.697 -0.882 2.583  0.38
27 Cl 3.512 1.959 1.512  -0.18
28 C 2.099 3.670 -0.089  0.00

No. 2
ORCA calculation (ωB97M-V/def2-TZVPD) on a 2-piece molecular cluster, C13H6N5O7 overall in a non-equilibrium geometry.

Values from the calculation:
E_tot	-35351.4234	eV
largest force on an atom	2.906	eV/Å
E_LUMO	1.3	eV
charge	-1

Last column: Mulliken charge in e.
Element x y z (Å)
1 C -3.995 0.472 -1.209  -0.32
2 N -4.044 0.274 1.147  0.91
3 C 1.660 1.284 1.110  -0.06
4 H -0.220 -0.471 -1.432  0.34
5 N 4.859 -0.090 -0.330  0.88
6 N 0.889 -2.390 0.945  0.78
7 C 3.534 -0.069 0.208  -0.59
8 H 3.466 2.080 0.259  0.54
9 O -3.568 -0.141 2.216  -0.56
10 O 5.365 1.025 -0.622  -0.65
11 C 1.488 -1.147 1.056  -0.51
12 C -1.752 0.180 -0.068  0.60
13 O -0.195 -2.865 1.244  -0.69
14 H -5.071 0.645 -1.111  0.42
15 C 2.754 -1.252 0.457  1.22
16 C -3.387 0.330 -2.458  -0.48
17 O 1.877 -3.224 0.331  -0.22
18 H -4.000 0.461 -3.358  0.32
19 C -1.256 -0.146 -1.364  -0.10
20 O 5.483 -1.163 -0.465  -0.59
21 N 3.026 -2.532 0.050  -0.51
22 H 0.494 0.049 2.516  0.16
23 C 2.926 1.172 0.518  -0.18
24 C 0.865 0.103 1.480  0.80
25 N 0.724 3.669 1.598  -0.62
26 O -0.964 0.375 0.935  -0.57
27 C 1.130 2.588 1.383  -0.09
28 C -2.027 -0.016 -2.522  -0.52
29 O -5.247 0.646 1.033  -0.64
30 H -1.572 -0.191 -3.505  0.34
31 C -3.242 0.343 -0.040  -0.42

No. 3
ORCA calculation (ωB97M-V/def2-TZVPD) on C13H7Cl2InN3O3Yb as an isolated structure in a non-equilibrium geometry.

Values from the calculation:
E_tot	-85902.0867	eV
largest force on an atom	17.565	eV/Å
2S+1	2
E_LUMO (alpha / beta)	-16.7 / -16.7	eV
⟨S²⟩	0.787
charge	+4

Last column: Mulliken spin population.
Element x y z (Å)
1 C -0.150 0.120 0.019  0.03
2 H -0.272 -2.870 1.138  0.00
3 H 0.027 -2.680 -1.504  0.00
4 C -0.506 1.475 4.151  0.07
5 H -0.670 1.823 2.064  0.00
6 C -0.110 -1.219 3.511  -0.02
7 In -0.104 0.111 -5.979  0.00
8 C -0.310 -0.289 2.470  0.28
9 O 2.014 2.862 -1.889  0.00
10 C 0.366 -1.390 -6.946  0.00
11 H -0.660 2.522 4.387  0.00
12 N -0.244 1.328 7.645  0.34
13 H 0.077 -1.531 5.631  0.00
14 C 0.447 1.200 -7.364  0.00
15 C -0.268 0.976 6.542  0.06
16 C 1.415 1.981 -2.319  0.00
17 C -0.294 0.544 5.169  0.16
18 O 0.668 -2.327 -7.539  0.00
19 N -0.261 -0.700 1.082  0.01
20 C -0.083 -1.860 -0.807  0.01
21 N -0.026 -0.556 -1.132  0.01
22 O 0.800 1.882 -8.219  0.00
23 H -0.092 1.197 0.064  0.00
24 C -0.229 -1.952 0.568  -0.01
25 Cl -0.775 -1.189 -4.084  0.00
26 H 0.064 -2.264 3.298  0.00
27 Cl -0.675 1.977 -4.593  0.00
28 C -0.098 -0.804 4.848  0.08
29 C -0.509 1.067 2.816  -0.01
30 Yb 0.462 0.567 -3.028  0.00

No. 4
ORCA calculation (ωB97M-V/def2-TZVPD) on C13H7Cl8IN2O2SiTi as an isolated structure.

Values from the calculation:
E_tot	-159944.6100	eV
largest force on an atom	0.753	eV/Å
E_LUMO	-1.0	eV

Last column: Mulliken charge in e.
Element x y z (Å)
1 C 1.410 1.945 1.836  1.14
2 H 0.439 -0.178 -5.495  0.37
3 N 0.267 -1.830 -0.070  -0.53
4 C 0.676 -2.804 -2.667  -0.34
5 Ti -1.118 0.461 1.002  0.24
6 Cl 3.662 3.453 1.834  -0.19
7 C 0.436 1.120 2.367  -1.20
8 C 2.489 2.434 2.564  -0.47
9 Cl 1.740 0.831 6.148  -0.18
10 Si -2.861 1.895 -0.091  0.38
11 Cl 3.909 2.657 4.849  -0.18
12 H -3.634 -0.045 2.046  0.60
13 Cl -2.474 3.155 -1.665  -0.26
14 C 0.566 0.803 3.708  1.17
15 Cl -4.881 1.908 0.223  -0.23
16 H 1.127 -2.496 -6.007  0.39
17 I -3.445 -1.910 0.158  0.02
18 O -0.122 -1.287 1.023  -0.30
19 C 0.976 -3.154 -3.972  -0.53
20 H -2.418 -1.259 2.514  0.54
21 Cl -1.944 2.810 1.649  -0.28
22 H 0.725 -3.526 -1.866  0.47
23 C 2.592 2.081 3.908  0.74
24 C 0.508 -0.912 -4.704  -0.55
25 Cl 1.230 2.393 0.157  -0.20
26 H 1.270 -4.171 -4.195  0.38
27 Cl -0.658 -0.195 4.433  -0.24
28 C 0.894 -2.212 -4.990  -0.46
29 C 0.207 -0.540 -3.403  -0.42
30 N -0.007 -1.100 -1.062  1.19
31 C 0.300 -1.495 -2.406  0.32
32 H -0.100 0.467 -3.159  0.45
33 C 1.622 1.263 4.489  -0.35
34 C -2.767 -0.610 1.711  -1.09
35 O -0.617 0.048 -0.867  -0.40

No. 5
ORCA calculation (ωB97M-V/def2-TZVPD) on C13H7F3N2O4RuS as an isolated structure.

Values from the calculation:
E_tot	-46317.4015	eV
largest force on an atom	0.353	eV/Å
2S+1	5
E_LUMO (alpha / beta)	-8.4 / -10.6	eV
⟨S²⟩	6.038
charge	+2

Last column: Mulliken spin population.
Element x y z (Å)
1 O 1.581 -0.848 0.184  0.07
2 H 2.134 0.732 1.710  0.00
3 N -0.063 -1.756 -1.603  -0.02
4 F -2.047 4.903 1.219  0.00
5 H 2.270 2.426 3.533  0.01
6 C 0.364 3.301 3.064  -0.04
7 C -0.711 2.276 1.201  -0.05
8 C 1.850 -1.952 -0.274  -0.03
9 C 1.403 2.404 2.887  0.14
10 S -1.896 2.018 -0.001  0.66
11 C -0.728 3.244 2.205  0.09
12 H -1.533 -3.601 -3.973  0.00
13 H 2.024 -4.374 -1.655  0.00
14 C -1.914 4.188 2.340  0.01
15 C 0.971 -2.549 -1.307  0.00
16 C -2.016 -1.155 -2.787  0.01
17 C 0.263 -4.170 -2.904  0.00
18 C 1.340 1.445 1.865  0.04
19 Ru -0.559 0.150 -0.677  2.81
20 F -3.031 3.475 2.517  0.00
21 O -1.892 -0.055 -1.951  0.15
22 N 0.303 1.384 1.048  0.07
23 H 0.390 4.039 3.855  0.00
24 H 0.390 -5.116 -3.412  0.00
25 C -0.923 -2.142 -2.539  0.00
26 F -1.753 5.006 3.364  0.00
27 C -0.801 -3.342 -3.219  0.00
28 C 1.173 -3.765 -1.928  0.00
29 O 2.872 -2.681 0.067  0.01
30 H 3.426 -2.245 0.737  0.00
31 O -2.891 -1.239 -3.568  0.05